[1]
Computed, not measured: one molecule with the formula C5H8S at a distorted geometry, with ωB97M-V with the def2-TZVPD basis set.

Geometry as XYZ:
```
14
Properties=species:S:1:pos:R:3:nbo_charge:R:1
C 0.71969 0.03593 -0.29176 -0.445
C -0.11235 1.05021 0.47577 -0.201
C -0.32547 2.16318 -0.23752 -0.425
C 0.08758 -1.27363 -0.31843 -0.241
C -1.29484 -1.28384 0.02952 -0.410
H 2.27548 -1.36280 0.86754 0.137
H 0.94472 0.56426 -1.30129 0.228
H -0.33853 0.58168 1.51148 0.243
H 0.09746 2.19908 -1.28940 0.230
H -1.11538 2.83224 0.45300 0.228
H 0.34436 -2.54592 -0.41310 0.267
H -1.67408 -2.40179 0.15714 0.193
H -2.11424 -0.52738 0.29574 0.227
S 2.50559 -0.03123 0.06132 -0.031
```

Summary:
* charge: 0
* LUMO energy: 0.6 eV
* spin multiplicity: 1
* frontier orbital gap: 0.35084 Ha
* energy above the lowest of the compared OMol25 structures with the same formula, charge and spin: 114.7 kcal per mole

=====

[2]
Computed, not measured: one molecule with the formula C3H4O2 at a distorted geometry, with ωB97M-V with the def2-TZVPD basis set.

Geometry as XYZ:
```
9
Properties=species:S:1:pos:R:3:nbo_charge:R:1
O -0.06702 -1.94416 -0.16782 -0.531
C -0.18915 -0.76445 0.04445 0.507
C -0.73882 0.26885 -0.84464 -0.135
O 0.93107 0.71592 -0.48398 -0.482
C 0.71839 0.15744 0.82194 -0.182
H -1.11915 1.20596 -0.47335 0.210
H -1.35183 -0.10851 -1.69491 0.221
H 1.53623 -0.40971 1.27045 0.213
H 0.25448 0.86528 1.52819 0.179
```

Summary:
* charge: 0
* LUMO energy: 0.0 eV
* spin multiplicity: 1
* frontier orbital gap: 0.36533 Ha
* energy above the lowest of the compared OMol25 structures with the same formula, charge and spin: 77.6 kcal per mole

=====

[3]
Computed, not measured: one molecule with the formula C13H18N2O4, with ωB97M-V with the def2-TZVPD basis set.

Geometry as XYZ:
```
37
Properties=species:S:1:pos:R:3:nbo_charge:R:1
C 3.83477 0.35835 1.73907 -0.606
C 2.37359 0.71678 1.50096 -0.405
H 2.29175 1.67175 0.98362 0.229
H 1.86403 0.81569 2.46068 0.213
C 1.64200 -0.36080 0.69322 -0.067
N 0.20353 -0.24292 0.85806 -0.626
C -0.46914 0.89482 0.55362 0.891
O 0.01023 1.98365 0.36474 -0.647
O -1.79976 0.61239 0.51856 -0.509
C -2.74154 1.61781 0.38152 0.293
C -3.87807 1.29857 -0.35274 -0.250
C -4.89056 2.22869 -0.48979 -0.200
C -4.77242 3.47788 0.09714 -0.228
C -3.63995 3.78833 0.82891 -0.196
C -2.62182 2.86263 0.98192 -0.252
H -1.74017 3.10754 1.55118 0.239
H -3.54499 4.75902 1.29244 0.214
H -5.56206 4.20576 -0.01495 0.212
H -5.77260 1.97807 -1.06031 0.214
H -3.95031 0.32064 -0.80268 0.224
H -0.31403 -1.09673 0.68711 0.432
H 1.91269 -1.34147 1.10193 0.212
C 2.03954 -0.34544 -0.79941 -0.081
H 1.20960 0.05414 -1.39093 0.201
H 2.92366 0.26969 -0.96553 0.199
O 2.40819 -1.62775 -1.29759 -0.522
C 1.43556 -2.56970 -1.34767 0.889
O 0.30169 -2.41474 -0.96135 -0.680
N 1.92527 -3.70696 -1.87986 -0.621
H 2.88539 -3.70899 -2.18312 0.404
C 1.11870 -4.88395 -2.08008 -0.417
H 0.12073 -4.66350 -1.70552 0.237
H 1.05787 -5.13739 -3.14013 0.196
H 1.53200 -5.73238 -1.53163 0.195
H 4.36696 0.22666 0.80030 0.198
H 4.32503 1.14949 2.30027 0.216
H 3.91463 -0.56564 2.30804 0.200
```

Summary:
* charge: 0
* LUMO energy: 0.7 eV
* spin multiplicity: 1
* frontier orbital gap: 0.34837 Ha
* energy above the lowest of the compared OMol25 structures with the same formula, charge and spin: 4.3 kcal per mole

=====

[4]
Computed, not measured: a 6-piece molecular cluster, H12O5S2 overall at a distorted geometry, with ωB97M-V with the def2-TZVPD basis set.

Geometry as XYZ:
```
19
Properties=species:S:1:pos:R:3:nbo_charge:R:1
S 1.93938 -1.43917 -1.03671 -0.183
S 0.39986 -2.51931 -1.99396 -0.162
H 2.83669 -2.48550 -0.87976 0.149
H -0.59289 -1.86806 -1.21977 0.184
H 0.81362 -0.03407 1.20589 0.506
H 1.21843 -1.58720 1.33117 0.484
O 0.55153 -0.93392 1.62151 -0.982
H -0.30067 1.71666 1.59871 0.497
H -1.64467 2.33230 2.07967 0.472
O -1.19295 1.47756 1.98361 -0.978
H 0.61906 1.50834 -0.62140 0.517
H 1.89978 2.06000 0.07668 0.496
O 1.00356 1.65179 0.24866 -0.992
H -1.96253 -0.18576 0.82254 0.500
H -0.92809 -1.31553 0.71103 0.504
O -1.77320 -0.96682 0.29509 -1.018
H -1.12252 0.46969 -1.39650 0.500
H -1.09264 1.01212 -2.86824 0.495
O -0.67173 1.10687 -1.95823 -0.990
```

Summary:
* charge: 0
* LUMO energy: 0.1 eV
* spin multiplicity: 1
* frontier orbital gap: 0.32874 Ha
* energy above the lowest of the compared OMol25 structures with the same formula, charge and spin: 10.2 kcal per mole